No. 1
# C38H47N5O2SSeSiTa

A structure of composition C38H47N5O2SSeSiTa (the ωB97M-V functional and the def2-TZVPD basis, OMol25).

XYZ file:
```
96
Properties=species:S:1:pos:R:3:mulliken_charge:R:1
Ta 0.558 0.444 -0.642 1.866
Se 1.043 -1.434 -1.941 -0.188
S -0.114 -1.722 1.927 0.628
Si 2.020 -3.193 -3.520 0.392
O 2.297 1.788 -0.902 -0.088
O -0.466 -0.613 0.860 -0.586
N 1.054 1.444 -2.982 0.709
N 0.492 2.428 0.838 1.183
N -1.834 0.156 -1.018 0.739
N -0.803 2.454 -1.466 0.585
N 4.438 2.346 -0.590 -0.319
C 0.093 2.023 -3.693 0.359
C -1.136 2.354 -2.903 -1.023
C 3.437 1.504 -0.440 0.372
C 2.184 -0.168 0.743 -0.956
C -3.541 -2.676 1.909 0.304
C 1.385 1.991 -5.691 -0.698
C 1.225 4.759 2.195 -0.930
C -4.580 -0.304 -0.952 -0.483
C -2.699 1.159 -0.836 0.776
C 1.257 3.527 2.829 -0.942
C 0.783 4.808 0.884 -1.181
C 2.103 -4.563 -2.288 -0.969
C -3.629 -4.802 3.692 -0.726
C 1.635 0.795 5.348 -0.692
C -2.402 -3.451 2.118 0.300
C 0.637 -3.189 -4.740 -1.011
C -2.064 2.511 -0.709 -1.364
C 0.439 3.632 0.243 1.178
C -4.757 -4.023 3.484 -0.566
C -1.006 1.035 4.511 -0.044
C 2.203 1.160 -3.612 -0.579
C -3.691 -1.349 -1.171 -1.135
C 0.882 1.903 5.720 -0.802
C -0.266 -0.089 4.162 0.154
C -4.071 0.971 -0.787 -1.358
C 2.414 1.420 -4.949 -1.113
C 0.205 2.308 -5.047 -1.291
C -0.002 3.654 -1.194 -1.670
C 1.060 -0.202 4.573 -0.023
C -2.340 -1.076 -1.182 -0.438
C 0.875 2.402 2.126 -0.135
C 3.578 -2.308 -3.962 -0.786
C -1.119 -3.172 1.396 -0.828
C 3.577 0.168 0.224 -0.940
C -4.713 -2.959 2.592 -1.020
C -0.944 -1.210 3.431 -1.601
C -0.433 2.027 5.295 -0.642
C -2.453 -4.515 3.013 -0.591
H -5.647 -0.480 -0.930 0.513
H -1.589 3.288 -3.251 0.677
H 4.235 -2.193 -3.101 0.300
H 0.703 5.748 0.353 0.603
H 4.299 3.223 -1.069 0.233
H -3.664 -5.636 4.379 0.436
H -1.861 2.738 0.337 0.479
H 2.655 0.691 5.693 0.480
H -0.426 -4.008 1.502 0.647
H 5.352 2.138 -0.218 0.266
H 2.136 -1.235 0.934 0.757
H 2.909 -4.396 -1.574 0.330
H -1.246 -2.976 0.333 -0.044
H -4.038 -2.359 -1.336 0.480
H 0.841 1.448 2.633 -0.399
H 4.121 -2.884 -4.719 0.469
H -4.725 1.821 -0.641 0.600
H -0.614 2.782 -5.572 0.580
H 2.019 0.331 1.697 0.325
H -5.675 -4.250 4.010 0.427
H 1.316 2.659 6.361 0.501
H -2.723 3.297 -1.092 0.640
H -3.510 -1.848 1.209 0.592
H 1.159 -4.667 -1.754 0.286
H 3.370 1.195 -5.401 0.566
H -0.332 -3.163 -4.241 0.336
H 3.882 -0.535 -0.559 0.128
H 0.667 -4.099 -5.346 0.431
H 1.560 3.431 3.861 0.599
H 0.870 3.660 -1.848 0.412
H 3.349 -1.334 -4.393 0.082
H -1.618 -1.857 -1.371 0.424
H 4.357 0.154 0.986 0.641
H 1.637 -1.088 4.327 0.534
H 2.296 -5.511 -2.801 0.417
H -0.939 -2.133 4.023 0.735
H 1.511 2.198 -6.745 0.504
H -1.875 1.566 -3.045 0.438
H -0.577 4.564 -1.397 0.760
H -1.978 -0.988 3.172 0.542
H 1.515 5.661 2.716 0.498
H -1.577 -5.133 3.175 0.438
H 2.981 0.710 -3.011 0.805
H 0.717 -2.331 -5.409 0.321
H -5.595 -2.355 2.428 0.460
H -1.021 2.884 5.594 0.473
H -2.042 1.118 4.206 0.455
```

## Properties
- Kohn-Sham gap (Ha) = 0.272
- charge = +3
- LUMO level (Ha) = -0.30564
- E_HOMO (eV) = -15.7194

No. 2
# C38H47N8RuS2Sb

A structure of composition C38H47N8RuS2Sb (the ωB97M-V functional and the def2-TZVPD basis, OMol25).

XYZ file:
```
97
Properties=species:S:1:pos:R:3:mulliken_charge:R:1
Sb 2.521 0.956 0.582 1.347
Ru -2.210 -0.598 -0.051 0.271
S -5.178 3.094 0.076 -0.063
S -5.811 -3.200 0.860 -0.099
N -0.736 -1.390 1.124 0.663
N -1.250 -0.551 3.310 0.295
N -3.556 1.098 0.019 0.489
N -0.291 -2.545 3.294 0.173
N -2.024 -0.888 -3.749 0.142
N 0.046 -1.687 -3.944 0.147
N -0.877 -1.247 -1.688 1.600
N -3.945 -1.771 -0.190 0.237
C 2.030 4.302 4.287 -0.523
C 4.717 0.704 0.556 0.357
C 0.989 1.931 -1.970 0.079
C -4.339 -3.060 -0.058 0.350
C 7.422 0.152 0.380 -0.560
C 0.864 2.480 -3.248 -0.907
C -0.771 -1.547 2.466 -0.002
C 0.188 -2.262 0.302 -1.688
C -5.827 1.521 0.094 -0.472
C -0.956 -1.353 -3.016 -0.653
C 5.141 -0.229 -0.338 -0.495
C -0.434 -1.565 -5.318 -0.734
C 1.321 -2.454 -3.806 -1.052
C 6.961 1.069 1.279 -0.382
C 3.244 2.645 -1.886 -0.638
C 1.578 3.655 1.992 -0.493
C 0.349 -1.800 -1.114 -0.808
C -4.840 0.560 0.082 -0.282
C 6.520 -0.432 -0.481 -0.555
C -1.330 -0.993 4.699 -0.666
C -6.082 -1.522 0.753 -0.493
C -0.487 -2.270 4.748 -0.666
C 2.237 2.418 2.173 0.501
C -2.328 3.283 0.016 -0.921
C 5.617 1.317 1.422 -0.340
C 1.912 3.182 -3.805 -0.722
C -3.662 -4.261 -0.633 -0.971
C -3.580 2.468 0.006 -0.041
C 0.209 -3.894 2.962 -0.921
C -4.986 -0.875 0.217 0.058
C -1.765 0.702 2.881 0.082
C 1.353 4.512 3.064 -0.564
C 2.192 1.969 -1.286 0.397
C -3.329 -0.589 -3.189 -0.933
C 2.809 2.182 3.420 -0.552
C 3.099 3.247 -3.095 -0.734
C 2.723 3.148 4.451 -0.641
C -1.802 -0.909 -5.172 -0.655
H -3.272 0.347 -2.610 0.119
H 5.263 2.074 2.186 0.308
H 7.669 1.616 1.954 0.362
H 3.239 1.199 3.650 0.539
H 1.941 5.045 5.116 0.387
H -2.799 0.807 3.191 0.414
H -0.379 -4.308 2.148 0.355
H 3.294 2.995 5.399 0.389
H 0.708 5.383 2.899 0.436
H 1.204 -2.260 0.726 0.500
H 0.287 -0.923 -5.889 0.394
H 4.514 -0.862 -0.930 0.426
H -1.593 2.851 -0.704 0.032
H 1.141 -3.490 -3.509 0.391
H 6.937 -1.097 -1.271 0.360
H -0.195 -3.300 0.340 0.209
H -4.017 -0.477 -4.037 0.456
H -2.661 -3.963 -1.044 0.057
H -4.263 -4.691 -1.468 0.341
H 8.492 -0.101 0.385 0.397
H 0.108 -4.534 3.859 0.372
H -1.818 3.289 0.967 0.261
H -0.875 -0.208 5.318 0.348
H -3.620 -1.391 -2.492 0.200
H -0.043 2.352 -3.815 0.525
H -6.903 1.483 0.221 0.467
H -1.892 0.141 -5.525 0.331
H 0.556 -2.622 -1.758 0.581
H 1.735 -2.523 -4.843 0.417
H -3.579 -5.080 0.149 0.429
H -0.992 -3.089 5.245 0.444
H -0.528 -2.526 -5.807 0.410
H 1.258 -3.852 2.675 0.263
H -1.794 0.679 1.761 -0.660
H 0.531 -2.156 5.208 0.330
H -2.593 -1.501 -5.679 0.413
H -2.590 4.280 -0.295 0.555
H 2.035 -1.981 -3.120 0.258
H 1.167 -1.077 -1.189 0.158
H 4.218 2.646 -1.345 0.430
H 0.108 1.392 -1.639 0.162
H -2.377 -1.129 5.065 0.318
H 3.918 3.791 -3.573 0.398
H 1.813 3.678 -4.765 0.447
H -6.966 -1.049 1.138 0.460
H 1.155 3.867 1.015 0.539
H -1.186 1.573 3.214 0.307
```

## Properties
- Kohn-Sham gap (alpha / beta) (Ha) = 0.314 / 0.185
- multiplicity = 6
- <S²> = 8.7682
- charge = +3
- LUMO level (alpha / beta) (Ha) = -0.24761 / -0.38875
- E_HOMO (alpha / beta) (eV) = -15.2736 / -15.6041

No. 3
# C38H48BCl2F4N4O8PPdS

A structure of composition C38H48BCl2F4N4O8PPdS (the ωB97M-V functional and the def2-TZVPD basis, OMol25).

XYZ file:
```
108
Properties=species:S:1:pos:R:3:mulliken_charge:R:1
Pd 0.664 0.043 -0.181 0.923
Cl 5.746 -1.552 1.333 -0.260
Cl 3.554 -4.755 -2.554 -0.345
S -4.822 -1.219 4.141 1.262
P 0.103 2.134 -1.206 1.491
F -3.972 -1.504 -1.468 -0.385
F -1.869 -0.587 -1.171 -0.222
F -2.593 -1.112 -3.311 -0.380
F -3.534 0.686 -2.168 -0.476
O 0.326 -2.999 -0.257 -0.683
O -0.324 0.835 1.393 0.067
O 1.676 -0.276 -2.225 -0.936
O -1.828 1.164 2.984 -0.946
O 3.191 -0.665 -0.649 -0.477
O -5.296 -0.532 5.311 -0.767
O -5.027 -2.634 3.984 -0.723
O 2.081 -0.107 2.829 -0.776
N 1.152 -1.475 1.248 2.306
N -3.221 -0.961 4.088 -0.242
N 0.316 -3.608 1.927 1.107
N 5.498 -2.749 -1.616 -0.275
C 0.939 3.734 0.975 -1.536
C 5.901 0.778 -2.678 -0.658
C -6.338 -0.511 0.493 -0.361
C 1.547 -1.168 2.534 -0.246
C -2.324 -1.669 3.116 -1.548
C -1.939 -0.926 1.834 1.894
C 5.322 -0.474 -2.478 0.689
C 4.672 -3.212 -0.586 -1.135
C 2.867 -0.540 -1.825 0.870
C 2.712 2.633 -0.364 -1.227
C 7.331 -1.150 -1.326 -0.310
C -1.552 2.954 -1.098 1.155
C -6.046 0.871 2.891 -0.604
C -6.750 0.819 0.577 0.979
C -6.611 1.490 1.786 -0.674
C 4.715 -2.830 0.763 1.011
C 7.895 0.100 -1.526 -0.453
C -1.474 4.468 -1.294 -1.838
C 7.172 1.074 -2.207 -0.890
C 0.667 -3.325 3.219 -0.641
C -0.515 -4.764 1.637 -1.328
C 3.908 -0.721 -2.927 -1.544
C -1.339 0.451 2.092 -0.337
C 1.295 -2.195 3.557 -1.082
C 3.018 -4.430 1.378 0.180
C -5.791 -1.152 1.588 -0.232
C 0.319 2.373 -3.035 0.561
C -2.419 2.612 0.100 -1.541
C 1.758 2.502 -3.540 -2.047
C -5.638 -0.454 2.784 0.047
C 3.915 -3.434 1.718 -1.038
C 0.598 -2.684 0.889 -0.940
C 6.049 -1.429 -1.777 0.067
C 2.922 -4.816 0.054 -0.937
C -0.418 1.249 -3.782 -1.622
C -7.306 1.512 -0.642 -1.377
C 1.328 3.299 -0.448 0.352
C 3.734 -4.218 -0.887 1.121
B -2.981 -0.650 -2.037 0.306
H 3.764 -1.736 -3.306 0.345
H 1.736 2.709 -4.616 0.601
H -1.096 4.977 -0.409 0.323
H -2.995 0.042 4.021 0.480
H 1.380 4.167 -1.111 0.643
H 5.327 1.537 -3.203 0.351
H 3.069 2.249 -1.318 -0.089
H -5.920 1.395 3.829 0.421
H 0.063 0.289 -3.609 0.112
H -5.473 -2.186 1.518 0.397
H -2.593 1.540 0.150 -0.257
H -2.788 -0.792 1.163 -0.343
H -7.605 2.537 -0.415 0.355
H 0.033 4.336 1.018 0.279
H 0.416 -4.090 3.945 0.418
H 0.781 2.869 1.617 0.083
H -1.984 2.932 1.047 0.282
H -6.551 1.524 -1.435 0.236
H -0.029 -5.683 1.977 0.339
H 3.441 3.360 0.007 0.697
H 7.594 2.060 -2.366 0.387
H -6.396 -1.034 -0.454 0.200
H -1.398 -1.869 3.655 0.007
H 3.652 -0.043 -3.741 0.705
H 1.587 -1.988 4.577 0.264
H 8.886 0.316 -1.143 0.363
H 1.758 4.328 1.394 0.506
H -1.216 -1.521 1.287 -0.532
H -1.491 -4.676 2.119 0.263
H 2.307 3.314 -3.055 0.291
H -2.055 2.522 -1.967 0.368
H 2.205 -5.560 -0.267 0.337
H -0.855 4.769 -2.143 0.324
H -0.406 1.460 -4.858 0.548
H -3.388 3.098 -0.018 0.641
H -0.192 3.313 -3.247 0.916
H -6.926 2.527 1.858 0.259
H -0.655 -4.806 0.563 0.367
H 7.869 -1.922 -0.790 0.456
H 3.993 -3.084 2.740 0.367
H -2.488 4.839 -1.477 0.489
H 2.384 -4.879 2.133 0.602
H -2.788 -2.627 2.894 0.573
H -8.175 0.978 -1.036 0.355
H 2.705 1.797 0.331 0.054
H 5.165 -3.099 -2.499 0.401
H -1.460 1.143 -3.474 0.227
H 2.296 1.569 -3.387 0.238
```

## Properties
- Kohn-Sham gap (Ha) = 0.283
- charge = -2
- LUMO level (Ha) = 0.15046
- E_HOMO (eV) = -3.6001

No. 4
# C38H48CaClN5O3P3SbSe4

A structure of composition C38H48CaClN5O3P3SbSe4 (the ωB97M-V functional and the def2-TZVPD basis, OMol25).

XYZ file:
```
104
Properties=species:S:1:pos:R:3:mulliken_charge:R:1
Sb -2.801 -3.608 2.027 0.120
Se -4.981 -2.790 1.092 -0.881
Se -2.161 -1.632 3.597 -0.217
Se -1.090 -3.372 0.132 -0.639
Se -0.723 -2.717 5.138 -0.836
Ca 0.499 0.452 -0.365 1.816
Cl -1.440 3.165 -2.305 -0.068
P -2.100 1.782 0.608 1.384
P 2.343 -1.944 -1.854 -0.760
P 1.715 0.489 -3.391 -1.972
O 1.686 -1.244 -0.711 0.158
O 0.464 0.703 -2.598 0.297
O 2.518 -0.853 -3.102 0.050
N 2.836 1.626 -3.124 1.228
N 3.868 -2.358 -1.553 0.752
N 1.645 -3.163 -2.664 0.285
N 1.320 0.350 -4.970 0.643
N 0.762 -0.248 1.961 0.147
C 1.678 3.552 0.085 -0.414
C -3.959 1.319 4.801 -0.425
C -4.025 0.799 2.446 -0.746
C 0.247 -2.911 -3.145 -0.230
C 4.710 -2.940 -2.590 -1.313
C 2.147 -0.380 2.322 0.354
C -3.004 6.287 -0.417 -0.490
C 3.134 4.433 1.778 -0.854
C 3.081 0.659 2.124 1.195
C -3.071 4.435 1.116 -0.665
C -5.293 0.604 -1.740 -0.694
C -4.442 1.402 -0.988 -0.037
C 2.719 2.038 1.606 -0.093
C 1.726 -4.497 -1.983 -0.706
C -2.884 1.565 2.244 0.470
C -2.509 3.566 0.189 -0.584
C 3.877 -1.825 3.192 -0.652
C -3.317 5.777 0.825 -0.768
C -4.557 0.678 3.729 -0.339
C 0.083 0.939 -5.490 -0.854
C 4.457 -2.255 -0.209 -0.595
C -3.790 -1.262 -1.495 -1.020
C 3.329 3.133 2.239 -0.419
C 4.417 0.392 2.451 -0.859
C -2.239 2.145 3.343 -0.380
C -2.190 4.126 -1.052 0.499
C 1.841 2.213 0.505 0.320
C 4.269 1.408 -2.950 -0.771
C 4.826 -0.830 2.973 -0.855
C 2.403 0.221 -5.936 -1.038
C 2.307 4.647 0.680 -0.891
C 2.448 3.014 -3.395 -1.129
C -3.240 0.876 -0.504 -0.373
C -2.782 2.038 4.613 -0.654
C -2.437 5.456 -1.364 -0.564
C -4.968 -0.728 -1.988 -0.639
C 2.552 -1.603 2.859 -0.364
C -2.921 -0.453 -0.773 1.243
H 2.917 3.379 -4.316 0.309
H -3.342 4.051 2.088 0.430
H -0.634 1.081 -4.687 0.123
H -5.662 -1.364 -2.525 0.315
H 4.158 -3.048 -3.523 0.332
H 5.280 -1.537 -0.205 0.269
H -2.178 5.828 -2.349 0.439
H -3.201 7.327 -0.657 0.334
H 0.317 0.522 2.449 0.090
H 2.125 -0.490 -6.716 0.369
H -0.364 0.271 -6.228 0.313
H 4.614 1.947 -2.064 0.265
H 4.160 -2.776 3.633 0.368
H 0.046 -3.603 -3.966 0.337
H 4.486 0.352 -2.808 0.052
H -4.710 2.429 -0.775 0.438
H 3.949 2.970 3.117 0.506
H 5.154 1.169 2.273 0.485
H 1.004 3.767 -0.749 0.618
H -4.376 1.217 5.796 0.306
H 5.584 -2.308 -2.773 0.356
H 2.749 3.649 -2.561 0.302
H 3.309 -0.151 -5.456 0.208
H -6.231 1.012 -2.103 0.378
H 4.833 -3.232 0.105 0.310
H 2.633 1.180 -6.413 0.292
H 2.708 -4.628 -1.525 0.297
H -2.271 2.484 5.458 0.388
H 2.134 5.656 0.310 0.372
H 4.827 1.770 -3.822 0.281
H 1.365 3.105 -3.493 0.208
H 0.272 1.905 -5.970 0.297
H -3.761 6.415 1.580 0.393
H -0.479 -3.075 -2.339 -0.102
H 3.611 5.265 2.281 0.342
H 0.230 -1.089 2.210 -0.291
H 5.870 -0.996 3.214 0.354
H 1.590 -5.265 -2.747 0.326
H -5.417 0.035 3.874 0.339
H -3.546 -2.313 -1.607 0.463
H -2.038 -0.941 -0.357 -0.482
H 0.138 -1.899 -3.525 -0.046
H -1.300 2.669 3.201 0.473
H 5.063 -3.928 -2.285 0.380
H 3.719 -1.926 0.516 -0.196
H -4.476 0.225 1.644 0.132
H 0.952 -4.602 -1.212 0.070
H 1.791 -2.362 3.060 0.287
```

## Properties
- Kohn-Sham gap (Ha) = 0.113
- charge = -2
- LUMO level (Ha) = 0.11474
- E_HOMO (eV) = 0.0472

Energy relative to the best compared isomer or geometry (same formula, charge and spin) values, unit kJ/mol, following the record order: 80.3; 0.0; 85.2; 94.2.